Computed, not measured: a cluster of 2 separate species, C5H15NO in total at a distorted geometry, with ωB97M-V/def2-TZVPD.

Bonds (Å) are listed after each position.
Cartesian coordinates (Å):
1 C -0.8320 -2.1879 -1.9606  C2 1.584, H7 1.100, H8 1.077, H9 1.101
2 C -0.5189 -1.4416 -0.5992  C1 1.584, N3 1.457, H10 1.177, H11 1.117
3 N -0.5728 0.0049 -0.7647  C2 1.457, C4 1.463, C6 1.510
4 C -1.3871 0.5981 0.2965  N3 1.463, C5 1.555, H12 1.085, H13 1.105
5 C -1.2422 0.0206 1.7328  C4 1.555, H14 1.080, H15 1.075, H16 1.103
6 C 0.7890 0.6549 -0.8166  N3 1.510, H17 1.080, H18 1.120, H19 1.094
7 H -0.5675 -1.5523 -2.8190  C1 1.100
8 H -1.9004 -2.3099 -2.0167  C1 1.077
9 H -0.0864 -2.9790 -2.1342  C1 1.101
10 H -1.2734 -1.9983 0.1123  C2 1.177
11 H 0.4437 -1.8543 -0.2096  C2 1.117
12 H -1.3956 1.6680 0.1161  C4 1.085
13 H -2.4378 0.3376 0.0741  C4 1.105
14 H -1.9242 -0.7367 2.0915  C5 1.080
15 H -0.2186 -0.2400 1.9323  C5 1.075
16 H -1.3149 0.9263 2.3582  C5 1.103
17 H 0.7066 1.6170 -1.3008  C6 1.080
18 H 1.0789 0.8420 0.2494  C6 1.120
19 H 1.4679 -0.1118 -1.2013  C6 1.094
20 H 3.5573 2.2747 0.9421  O22 0.993
21 H 2.5513 2.7365 1.7386  O22 0.983
22 O 3.0437 1.8870 1.6984  H20 0.993, H21 0.983

Summary:
⟨S²⟩: 0.75
relative energy (zero: lowest compared OMol25 entry of this formula, charge and spin): 46.95 kcal/mol
net charge: -1
lowest unoccupied orbital energy (spin up / spin down): 3.532 / 3.434 eV
multiplicity: 2
highest occupied orbital energy (spin up / spin down): 1.0 / -5.1 eV
gap between HOMO and LUMO (spin up / spin down): 2.50 / 8.58 eV
maximum force: 3.1 eV/A

These are the natural (NBO) partial charges, in e, on atoms 1 to 2:
1. C -0.642
2. C -0.225

---

Computed, not measured: a cluster of 2 separate species, C5H15NO in total at a distorted geometry, with ωB97M-V/def2-TZVPD.

Bonds (Å) are listed after each position.
Cartesian coordinates (Å):
1 C -2.5636 -0.7849 -1.0441  N2 1.482, H7 1.087, H8 1.098, H9 1.101
2 N -1.1920 -1.2723 -0.7642  C1 1.482, C3 1.487, H10 1.013
3 C -0.3917 -0.1578 -0.1912  N2 1.487, C4 1.541, H11 1.086, H12 1.092
4 C 0.6261 -0.6659 0.8485  C3 1.541, C5 1.520, C6 1.556, H13 1.091
5 C 1.5160 -1.7421 0.2494  C4 1.520, H14 1.093, H15 1.100, H16 1.104
6 C 1.4485 0.5094 1.4509  C4 1.556, H17 1.091, H18 1.090, H19 1.096
7 H -2.4409 0.2113 -1.4625  C1 1.087
8 H -3.3612 -0.6944 -0.2949  C1 1.098
9 H -2.9375 -1.4783 -1.8138  C1 1.101
10 H -1.2404 -1.9626 -0.0244  N2 1.013
11 H -0.9725 0.5889 0.3428  C3 1.086
12 H 0.2518 0.2270 -0.9852  C3 1.092
13 H 0.1020 -0.9872 1.7498  C4 1.091
14 H 2.5804 -1.6540 0.4826  C5 1.093
15 H 1.4389 -1.8486 -0.8432  C5 1.100
16 H 1.2668 -2.7955 0.4675  C5 1.104
17 H 1.2575 0.6688 2.5127  C6 1.091
18 H 1.3640 1.4417 0.8920  C6 1.090
19 H 2.5172 0.2750 1.3815  C6 1.096
20 H 0.1169 3.9653 -1.7676  O22 0.972
21 H -0.0190 4.0343 -0.2279  O22 0.983
22 O 0.6328 4.1219 -0.9587  H20 0.972, H21 0.983

Summary:
⟨S²⟩: 0.75
relative energy (zero: lowest compared OMol25 entry of this formula, charge and spin): 26.54 kcal/mol
net charge: -1
lowest unoccupied orbital energy (spin up / spin down): 3.695 / 3.556 eV
multiplicity: 2
highest occupied orbital energy (spin up / spin down): 1.2 / -6.1 eV
gap between HOMO and LUMO (spin up / spin down): 2.52 / 9.61 eV
maximum force: 1.9 eV/A

These are the natural (NBO) partial charges, in e, on atoms 1 to 2:
1. C -0.513
2. N -0.630

---

Computed, not measured: a cluster of 2 separate species, C5H15NO in total at a distorted geometry, with ωB97M-V/def2-TZVPD.

Bonds (Å) are listed after each position.
Cartesian coordinates (Å):
1 C -0.9376 1.8829 -1.5847  C2 1.562, H7 1.088, H8 1.086, H9 1.081
2 C -0.9221 0.3446 -1.8527  C1 1.562, C3 1.544, H10 1.093, H11 1.090
3 C 0.1992 -0.3745 -1.0713  C2 1.544, N4 1.470, H12 1.084, H13 1.092
4 N -0.2604 -0.7823 0.2636  C3 1.470, C5 1.487, H14 1.011
5 C 0.4946 -0.3244 1.4602  N4 1.487, C6 1.535, H15 1.088, H16 1.088
6 C 0.2769 1.1253 1.9160  C5 1.535, H17 1.088, H18 1.099, H19 1.083
7 H -0.2435 2.2730 -2.3257  C1 1.088
8 H -1.9332 2.2826 -1.7552  C1 1.086
9 H -0.5598 2.1270 -0.6022  C1 1.081
10 H -0.7677 0.2668 -2.9315  C2 1.093
11 H -1.8631 -0.1699 -1.6588  C2 1.090
12 H 0.4483 -1.2711 -1.6276  C3 1.084
13 H 1.1046 0.2363 -1.0534  C3 1.092
14 H -1.2399 -0.6035 0.4386  N4 1.011
15 H 1.5628 -0.4445 1.2926  C5 1.088
16 H 0.1237 -1.0520 2.1788  C5 1.088
17 H 1.1957 1.6276 2.2124  C6 1.088
18 H -0.2951 1.1043 2.8544  C6 1.099
19 H -0.3280 1.7436 1.2635  C6 1.083
20 O 1.6476 -3.4955 0.7562  H21 0.963, H22 0.960
21 H 1.2742 -2.6739 0.4198  O20 0.963
22 H 1.0230 -3.8223 1.4071  O20 0.960

Summary:
relative energy (zero: lowest compared OMol25 entry of this formula, charge and spin): 26.90 kcal/mol
lowest unoccupied orbital energy: 1.024 eV
multiplicity: 1
highest occupied orbital energy: -8.8 eV
gap between HOMO and LUMO: 9.84 eV
maximum force: 1.6 eV/A

These are the natural (NBO) partial charges, in e, on atoms 1 to 2:
1. C -0.611
2. C -0.400

---

Computed, not measured: a cluster of 2 separate species, C5H15NO in total at a distorted geometry, with ωB97M-V/def2-TZVPD.

Bonds (Å) are listed after each position.
Cartesian coordinates (Å):
1 C -0.3442 -1.2556 1.9630  C2 1.552, H7 1.085, H8 1.092, H9 1.092
2 C -0.4606 -0.2494 0.7877  C1 1.552, C3 1.527, H10 1.086, H11 1.092
3 C 0.7702 0.6498 0.7040  C2 1.527, C4 1.564, C5 1.533, H12 1.094
4 C 2.0958 -0.1492 0.4825  C3 1.564, H13 1.088, H14 1.085, H15 1.085
5 C 0.6672 1.7301 -0.3785  C3 1.533, N6 1.458, H16 1.102, H17 1.097
6 N -0.3813 1.6422 -1.3879  C5 1.458, H18 1.004, H19 1.013
7 H -1.3318 -1.3534 2.4010  C1 1.085
8 H 0.0247 -2.2032 1.5657  C1 1.092
9 H 0.4337 -1.0288 2.6953  C1 1.092
10 H -0.5424 -0.7825 -0.1554  C2 1.086
11 H -1.3918 0.3190 0.8273  C2 1.092
12 H 0.8949 1.1586 1.6647  C3 1.094
13 H 2.8510 0.6339 0.5100  C4 1.088
14 H 2.2601 -0.7987 1.3358  C4 1.085
15 H 2.1058 -0.5921 -0.5085  C4 1.085
16 H 0.5444 2.7600 -0.0055  C5 1.102
17 H 1.5791 1.9038 -0.9625  C5 1.097
18 H -0.2841 0.8863 -2.0413  N6 1.004
19 H -1.3608 1.8515 -1.2349  N6 1.013
20 O -1.9256 -1.9890 -1.7710  H21 0.978, H22 0.963
21 H -1.2625 -1.3528 -2.1052  O20 0.978
22 H -2.7580 -1.5612 -1.5451  O20 0.963

Summary:
relative energy (zero: lowest compared OMol25 entry of this formula, charge and spin): 27.44 kcal/mol
lowest unoccupied orbital energy: 0.713 eV
multiplicity: 1
highest occupied orbital energy: -9.0 eV
gap between HOMO and LUMO: 9.69 eV
maximum force: 2.1 eV/A

These are the natural (NBO) partial charges, in e, on atoms 1 to 2:
1. C -0.618
2. C -0.398

---

Computed, not measured: a cluster of 2 separate species, C5H15NO in total at a distorted geometry, with ωB97M-V/def2-TZVPD.

Bonds (Å) are listed after each position.
Cartesian coordinates (Å):
1 C 0.1952 -0.7872 -1.1383  C2 1.546, H7 1.085, H8 1.087, H9 1.095
2 C 0.1763 0.1087 0.1214  C1 1.546, C3 1.514, N4 1.451, H10 1.091
3 C 1.4963 0.0486 0.8596  C2 1.514, H11 1.096, H12 1.085, H13 1.083
4 N -0.2429 1.4738 -0.1361  C2 1.451, C5 1.428, C6 1.431
5 C -1.6402 1.7260 -0.2894  N4 1.428, H14 1.094, H15 1.089, H16 1.118
6 C 0.5738 2.2203 -1.0440  N4 1.431, H17 1.082, H18 1.105, H19 1.086
7 H 0.0367 -1.8165 -0.8342  C1 1.085
8 H 1.0391 -0.6185 -1.8025  C1 1.087
9 H -0.7537 -0.5841 -1.6456  C1 1.095
10 H -0.6142 -0.3111 0.7444  C2 1.091
11 H 1.5894 -0.9121 1.3791  C3 1.096
12 H 2.3262 0.1320 0.1650  C3 1.085
13 H 1.6020 0.8455 1.5846  C3 1.083
14 H -2.2787 1.0108 0.2380  C5 1.094
15 H -1.9112 2.7188 0.0680  C5 1.089
16 H -2.0185 1.6533 -1.3390  C5 1.118
17 H 0.2638 3.2573 -1.0294  C6 1.082
18 H 0.5071 1.8752 -2.0913  C6 1.105
19 H 1.6293 2.1570 -0.7962  C6 1.086
20 O -1.0180 -4.6404 2.4400  H21 0.960, H22 0.975
21 H -0.3061 -4.9416 3.0097  O20 0.960
22 H -0.6518 -4.6156 1.5362  O20 0.975

Summary:
relative energy (zero: lowest compared OMol25 entry of this formula, charge and spin): 25.54 kcal/mol
lowest unoccupied orbital energy: 0.700 eV
multiplicity: 1
highest occupied orbital energy: -8.0 eV
gap between HOMO and LUMO: 8.72 eV
maximum force: 1.4 eV/A

These are the natural (NBO) partial charges, in e, on atoms 1 to 2:
1. C -0.640
2. C -0.028